C4H32NO11S | ωB97M-V/def2-TZVPD

Structure (ORCA input):
```
! wB97M-V def2-TZVPD RIJCOSX def2/J DEFGRID3
* xyz -1 1
S 0.178 3.374 -0.695
O -1.300 2.650 2.264
O 1.219 -0.673 2.612
O 2.525 -0.823 -2.763
O -4.092 1.080 0.529
O 2.721 2.487 0.615
O -1.911 -3.000 0.336
O -1.415 0.164 3.468
O -0.679 -2.681 2.796
O 0.243 -3.808 -1.127
O 2.026 -2.746 -0.988
O 3.573 0.317 -0.481
N -1.114 -0.256 -2.310
C -0.068 2.041 -2.045
C 0.131 0.265 -0.205
C -0.703 0.833 -1.339
C -2.295 -0.850 -1.782
H -2.661 -3.563 0.117
H -1.181 -2.457 3.586
H -1.217 -3.356 -0.270
H -1.311 -2.702 2.052
H -0.747 2.628 -2.656
H -3.623 0.888 1.353
H 0.287 -0.812 -0.185
H 2.968 -0.349 -2.017
H -2.270 -1.421 -0.831
H -2.771 -1.479 -2.557
H 1.626 -0.482 -2.667
H -3.476 1.761 0.226
H -1.747 0.985 3.074
H 1.082 0.781 -0.154
H 2.838 0.703 0.033
H 0.741 -4.196 -0.388
H -0.520 -0.046 3.177
H 0.816 -1.531 2.824
H -1.641 1.321 -1.062
H -0.574 2.310 2.784
H 2.007 -0.422 3.092
H -3.167 -0.227 -1.574
H 2.387 -2.236 -1.705
H 4.170 1.067 -0.488
H -0.322 -0.886 -2.311
H 2.341 -2.452 -0.130
H 1.004 -3.186 -1.288
H -0.997 2.956 1.389
H -0.400 0.593 0.693
H 0.900 1.868 -2.527
H 2.309 3.091 -0.075
H 1.841 2.406 1.022
*
```


C4H32NO12S | ωB97M-V/def2-TZVPD

Structure (ORCA input):
```
! wB97M-V def2-TZVPD RIJCOSX def2/J DEFGRID3
* xyz 1 1
S -1.559 3.388 -2.398
O -0.421 -2.367 3.457
O 1.884 -1.695 -3.361
O -1.065 -2.185 0.552
O -2.660 -0.243 -1.886
O 1.448 -0.731 -0.692
O -3.091 0.950 2.151
O 3.578 1.241 -1.415
O 1.291 -3.600 -0.691
O 1.092 -0.239 2.597
O -2.782 -1.523 2.905
O -0.729 1.556 2.902
O 4.417 -0.999 -2.294
N 0.189 0.735 -2.523
C 0.607 1.420 -1.289
C -1.490 2.933 -0.648
C 1.567 0.448 -0.516
C -0.461 1.839 -0.351
H 1.828 -2.170 -2.507
H -0.545 -2.724 4.343
H -3.052 -0.572 2.914
H 2.259 0.876 0.188
H 0.954 0.434 -3.137
H 4.283 1.791 -1.779
H 4.267 -1.823 -1.807
H -0.348 -0.111 -2.296
H -3.332 -1.916 3.594
H -0.208 0.710 2.906
H -0.095 1.952 0.668
H -2.214 1.280 2.517
H 1.613 -2.478 -3.874
H -1.328 -2.142 3.106
H -0.577 -1.424 0.881
H 1.993 -0.323 2.928
H 3.684 -1.039 -2.935
H -1.847 -2.375 1.072
H -0.505 1.929 3.764
H -1.294 3.676 0.119
H -2.579 2.903 -0.231
H -0.937 4.555 -2.444
H 1.199 2.317 -1.499
H -2.467 -0.630 -1.012
H 3.963 0.316 -1.551
H 1.176 -3.889 0.223
H -3.450 0.293 -1.751
H -0.505 1.315 -3.057
H 0.630 -1.038 2.988
H -3.741 1.655 2.110
H -1.058 0.864 -0.122
H 0.421 -3.140 -0.815
*
```


C4H33N2O14 | ωB97M-V/def2-TZVPD

Structure (ORCA input):
```
! wB97M-V def2-TZVPD RIJCOSX def2/J DEFGRID3
* xyz -1 1
O 0.291 2.605 3.720
O 1.324 -3.288 -1.252
O -0.656 0.989 -2.501
O -1.957 2.824 -0.190
O -3.804 1.370 2.537
O 0.225 -1.332 -2.707
O 3.197 1.063 -0.952
O -0.921 -3.553 -0.904
O 2.238 -1.924 3.263
O -3.121 0.757 -1.603
O -2.019 3.381 2.465
O -1.029 3.662 -2.607
O 0.985 -3.544 1.475
O 1.975 0.957 -3.335
N -0.968 -3.121 1.342
N 0.019 -1.627 -0.186
C 1.254 0.448 0.402
C 2.620 0.036 -0.158
C 0.450 -0.755 0.891
C -0.659 -2.792 0.020
H -0.448 -0.357 1.409
H -1.677 3.360 -0.954
H -0.984 2.678 -2.726
H -1.953 3.292 1.478
H 1.746 -2.467 2.599
H 3.166 -2.095 3.084
H -4.062 1.443 1.611
H -0.228 -0.262 -2.640
H 1.031 3.188 3.545
H 0.452 -1.511 -1.093
H 0.590 1.687 3.799
H -0.495 1.140 -1.562
H 3.353 -0.096 0.621
H -3.234 2.163 2.682
H 1.036 1.179 -3.101
H 1.022 -1.257 1.693
H -2.481 2.104 -0.629
H -1.325 -2.351 1.899
H 0.819 -2.564 -1.752
H -1.183 3.170 2.936
H 0.686 1.034 -0.341
H 1.412 1.172 1.176
H 2.502 -0.851 -0.792
H 1.153 -3.475 0.505
H 1.927 -0.011 -3.412
H 2.183 -3.223 -1.683
H -0.406 -1.801 -3.265
H -0.114 3.950 -2.675
H -1.541 -3.941 1.418
H -2.987 -0.094 -1.168
H 2.775 1.084 -1.857
H -2.225 0.888 -2.098
H 0.048 -3.332 1.574
*
```


C4H33NO13S2 | ωB97M-V/def2-TZVPD

Structure (ORCA input):
```
! wB97M-V def2-TZVPD RIJCOSX def2/J DEFGRID3
* xyz 0 1
S 1.132 0.406 3.415
S 0.113 -0.682 4.792
O -1.845 4.054 -1.589
O 2.137 0.222 -2.892
O 0.006 3.880 0.736
O 2.637 2.427 -1.058
O 0.762 -3.522 0.704
O -1.877 -3.392 1.707
O -2.995 0.045 3.852
O -1.826 -3.217 -2.052
O 0.085 -1.619 -3.906
O 3.197 -2.602 -0.227
O 2.772 0.036 0.403
O 0.151 -0.834 -1.333
O 0.123 2.154 -2.063
N -0.179 0.357 0.445
C -0.677 -0.092 -0.744
C -0.900 1.001 1.572
C 0.053 1.586 2.621
C -2.120 0.096 -0.985
H -1.259 -3.599 -2.744
H -1.761 4.310 -0.664
H -1.336 -4.089 1.329
H 2.945 -2.914 -1.103
H -2.435 0.004 -2.022
H -1.159 3.394 -1.802
H 0.285 -2.919 1.265
H 3.459 0.371 0.991
H 0.499 2.307 -1.186
H -1.679 -2.277 -2.128
H 2.904 1.589 -0.647
H 0.232 -1.227 -3.009
H -0.481 -1.114 -4.497
H -1.507 1.800 1.143
H -2.827 -0.436 -0.348
H -2.733 -3.273 1.297
H 0.841 0.334 0.499
H 3.167 -0.798 0.062
H 2.608 -3.119 0.354
H 1.507 -0.052 -2.214
H -2.212 0.215 4.396
H -0.079 -1.837 4.178
H 2.566 2.148 -1.980
H 0.814 2.237 2.196
H 0.383 -3.289 -0.160
H 0.854 4.313 0.829
H -1.447 0.165 1.984
H 0.856 2.484 -2.598
H -2.909 -0.890 3.607
H -2.378 1.119 -0.685
H -0.567 2.195 3.277
H 2.011 -0.389 -3.629
H 0.090 2.931 0.608
*
```


no.,lowest unoccupied orbital energy (Eh),strongest force on any atom (eV/Å)
1,0.09017,5.71
2,-0.08478,5.24
3,0.09530,11.25
4,0.00041,3.92